# 1
The following is a DFT calculation (wB97M-V/def2-TZVPD) of 2 unconnected molecules or ions with the total composition C9H20BrN in a non-equilibrium geometry.

```
31
Properties=species:S:1:pos:R:3
Br -3.087 -3.586 1.354
C 0.353 3.371 2.022
C 0.678 2.075 1.300
C -0.603 1.296 0.866
C -0.393 -0.209 0.743
N -0.554 -0.791 -0.644
C 0.312 -0.168 -1.705
C 1.738 -0.717 -1.554
C 1.555 -2.018 -0.748
C 0.051 -2.185 -0.558
C -2.013 -0.847 -1.022
H 1.279 3.886 2.271
H -0.211 3.119 2.918
H -0.228 4.019 1.365
H 1.235 1.410 1.971
H 1.337 2.154 0.431
H -0.855 1.718 -0.114
H -1.415 1.597 1.526
H -1.085 -0.775 1.364
H 0.648 -0.399 0.996
H -0.152 -0.302 -2.679
H 0.325 0.906 -1.508
H 2.259 -0.820 -2.501
H 2.312 0.018 -0.987
H 1.949 -2.865 -1.305
H 2.010 -1.989 0.240
H -0.404 -2.791 -1.338
H -0.188 -2.584 0.425
H -2.100 -1.508 -1.874
H -2.271 0.204 -1.136
H -2.483 -1.222 -0.118
```

As for the energy above the lowest of the compared OMol25 structures with the same formula, charge and spin: 0.5639 eV. The calculation puts the highest occupied orbital energy at -6.8 eV. The frontier orbital gap comes out at 6.836 eV. The calculated total energy is -2983.6484 Eh. For the LUMO energy, the calculation gives 0.00276 Ha. Its charge is 0.

Results of the natural (NBO) charge analysis, in e, for atoms 1 through 5: -0.96, -0.61, -0.38, -0.44, -0.23

***

# 2
The following is a DFT calculation (wB97M-V/def2-TZVPD) of a gas-phase ion, C9H20N2O3 (charge +2) in a non-equilibrium geometry.

```
34
Properties=species:S:1:pos:R:3
C -0.230 -0.912 -2.407
C 0.084 0.783 1.953
C 0.671 0.253 -1.822
C 0.501 -0.065 -0.334
C -1.170 1.406 2.492
C -0.581 -1.194 -0.214
C -1.950 2.304 1.586
C 2.768 1.282 -1.916
C -1.354 -3.003 1.186
N 1.968 0.177 -2.388
N -0.399 -1.947 0.923
O 0.367 1.028 0.541
O -0.399 -1.907 -1.420
O -1.210 1.376 3.784
H -1.096 -0.523 -2.756
H 0.288 -1.367 -3.292
H 0.959 1.300 2.333
H -1.537 -0.570 -0.155
H 0.090 1.215 -1.882
H 1.375 -0.552 0.180
H -2.739 2.917 1.899
H -2.331 1.692 0.602
H -1.174 2.859 0.986
H 2.810 1.132 -0.881
H 3.731 1.253 -2.441
H 2.371 2.264 -2.059
H -0.879 -3.769 1.773
H -2.172 -2.578 1.705
H -1.730 -3.498 0.170
H 2.532 -0.587 -2.148
H 1.945 0.172 -3.411
H 0.539 -2.343 0.948
H 0.106 -0.264 2.248
H -2.151 1.667 4.220
```

The calculation puts the highest occupied orbital energy at -15.8 eV. The frontier orbital gap comes out at 7.725 eV. The calculated total energy is -689.4215 Eh. For the LUMO energy, the calculation gives -0.29746 Ha. Its charge is +2.

Results of the natural (NBO) charge analysis, in e, for atoms 1 through 5: -0.06, -0.23, -0.15, 0.09, 0.70

***

# 3
The following is a DFT calculation (wB97M-V/def2-TZVPD) of 2 unconnected molecules or ions with the total composition C9H20N2OS in a non-equilibrium geometry.

```
33
Properties=species:S:1:pos:R:3
C 3.358 -1.977 0.518
C 3.630 -0.521 0.160
C 2.629 0.090 -1.003
C 1.131 0.326 -0.648
C 0.954 1.444 0.336
C -0.527 1.316 0.869
C -1.503 1.637 -0.248
C -2.906 2.109 0.169
O -3.777 1.175 0.733
C -4.125 0.127 0.097
N -4.534 -0.759 -0.488
H 3.143 -2.650 -0.358
H 2.262 -2.019 1.146
H 4.243 -2.382 1.060
H 4.487 -0.527 -0.493
H 3.768 0.019 1.135
H 3.175 1.074 -1.150
H 2.718 -0.762 -1.711
H 0.637 -0.546 -0.313
H 0.848 0.492 -1.633
H 1.651 1.279 1.160
H 1.145 2.414 -0.114
H -0.680 2.154 1.633
H -0.500 0.305 1.405
H -1.689 0.798 -0.938
H -1.207 2.466 -0.826
H -2.711 2.807 0.908
H -3.346 2.446 -0.829
N -2.259 -2.669 -0.778
S -1.655 -2.254 0.783
H -3.222 -2.204 -0.843
H -2.395 -3.708 -0.867
H -2.741 -1.498 1.128
```

As for the energy above the lowest of the compared OMol25 structures with the same formula, charge and spin: 4.4286 eV. The calculation puts the highest occupied orbital energy at -8.1 eV. The frontier orbital gap comes out at 8.820 eV. The calculated total energy is -937.7178 Eh. For the LUMO energy, the calculation gives 0.02546 Ha. As for the SMILES: CCCCCCCCOC#N.NS. Its charge is 0.

Results of the natural (NBO) charge analysis, in e, for atoms 1 through 5: -0.61, -0.42, -0.38, -0.44, -0.39

***

# 4
The following is a DFT calculation (wB97M-V/def2-TZVPD) of 2 unconnected molecules or ions with the total composition C9H20N3 in a non-equilibrium geometry.

```
32
Properties=species:S:1:pos:R:3
C -1.824 2.153 -1.130
C -0.610 1.311 -1.017
C -2.979 -0.986 0.528
C -4.394 -0.942 0.414
C 2.215 1.814 0.982
C 1.932 -2.200 -0.883
C 0.826 -0.874 1.546
C 1.984 0.596 0.031
C 0.773 -1.196 -0.883
N -1.846 -0.835 0.459
N -0.434 0.631 0.061
N 0.817 -0.216 0.229
H -1.547 2.956 -1.684
H -2.194 2.257 -0.154
H 0.040 1.200 -1.886
H -2.450 1.680 -1.840
H -4.775 0.043 0.432
H -4.876 -1.587 1.017
H -4.591 -1.096 -0.706
H 2.951 2.439 0.532
H 1.122 2.384 1.053
H 2.569 1.491 2.019
H 2.738 -1.943 -1.568
H 2.331 -2.318 0.116
H 1.445 -3.113 -1.143
H -0.060 -1.577 1.537
H 1.621 -1.420 1.866
H 0.617 -0.114 2.292
H 2.843 -0.100 -0.036
H 1.950 1.113 -0.904
H -0.174 -1.689 -0.924
H 0.797 -0.501 -1.884
```

As for the energy above the lowest of the compared OMol25 structures with the same formula, charge and spin: 3.9171 eV. The calculation puts the highest occupied orbital energy at -13.0 eV. The frontier orbital gap comes out at 10.701 eV. The calculated total energy is -518.7904 Eh. For the LUMO energy, the calculation gives -0.08463 Ha. Its charge is +1.

Results of the natural (NBO) charge analysis, in e, for atoms 1 through 5: -0.65, 0.13, 0.37, -0.72, -0.62

***

# 5
The following is a DFT calculation (wB97M-V/def2-TZVPD) of a gas-phase ion, C9H20NO (charge +1) in a non-equilibrium geometry.

```
31
Properties=species:S:1:pos:R:3
C 0.135 0.302 2.698
N -0.720 -0.203 1.530
C -0.145 0.322 0.269
O -0.420 1.982 0.484
C -1.778 2.162 0.100
C -0.254 -0.554 -0.941
C -0.926 -1.865 -0.858
C -0.661 0.129 -2.261
C 1.103 -0.272 -0.316
C 2.022 0.644 -1.055
C 1.817 -1.334 0.496
H -0.593 0.332 3.513
H 0.775 -0.478 3.014
H 0.606 1.272 2.624
H -1.634 0.154 1.476
H -0.618 -1.201 1.516
H -1.855 1.917 -0.905
H -1.851 3.270 0.267
H -2.430 1.559 0.773
H -0.811 -2.330 -1.877
H -2.069 -1.940 -0.743
H -0.444 -2.580 -0.282
H -0.205 1.133 -1.981
H -1.726 0.141 -2.470
H -0.128 -0.434 -2.987
H 2.935 0.774 -0.540
H 1.547 1.674 -1.320
H 2.304 0.155 -1.999
H 2.658 -0.923 1.052
H 2.158 -1.884 -0.347
H 1.211 -1.923 1.071
```

As for the energy above the lowest of the compared OMol25 structures with the same formula, charge and spin: 3.1189 eV. The calculation puts the highest occupied orbital energy at -14.1 eV. The frontier orbital gap comes out at 11.222 eV. The calculated total energy is -484.5328 Eh. For the LUMO energy, the calculation gives -0.10589 Ha. As for the SMILES: C[NH2+]C1(OC)C(C)(C)C1(C)C. Its charge is +1.

Results of the natural (NBO) charge analysis, in e, for atoms 1 through 5: -0.42, -0.53, 0.42, -0.53, -0.24

***

# 6
The following is a DFT calculation (wB97M-V/def2-TZVPD) of 3 unconnected molecules or ions with the total composition C9H20NO2S in a non-equilibrium geometry.

```
33
Properties=species:S:1:pos:R:3
C -2.841 -2.535 0.874
C -3.948 0.879 1.175
C -4.128 -0.059 -1.111
C -5.422 -1.110 0.677
C 6.132 1.623 -1.168
C 4.939 0.300 0.555
C 3.955 0.385 -1.702
C -4.071 -0.435 0.414
C 5.033 0.762 -0.814
N -2.935 -1.301 0.757
O 1.409 0.302 -0.048
O 2.262 0.127 2.140
S 1.094 0.135 1.337
H -1.769 -2.913 1.026
H -3.601 -3.396 0.896
H -2.915 1.206 1.439
H -4.291 1.666 0.633
H -4.428 0.868 2.267
H -3.084 0.403 -1.344
H -4.906 0.666 -1.235
H -4.301 -1.003 -1.735
H -6.227 -0.566 0.151
H -5.403 -2.113 0.411
H -5.625 -0.962 1.692
H 6.947 1.788 -0.567
H 6.607 1.335 -2.131
H 5.741 2.627 -1.258
H 3.874 0.398 1.003
H 5.829 0.626 1.180
H 4.933 -0.763 0.580
H 2.966 0.394 -1.258
H 3.994 1.207 -2.579
H 4.181 -0.545 -2.255
```

As for the energy above the lowest of the compared OMol25 structures with the same formula, charge and spin: 2.8682 eV. The calculation puts the highest occupied orbital energy at -11.0 eV. The frontier orbital gap comes out at 5.309 eV. The calculated total energy is -957.9411 Eh. For the LUMO energy, the calculation gives -0.20931 Ha. Its charge is +1.

Results of the natural (NBO) charge analysis, in e, for atoms 1 through 5: -0.03, -0.60, -0.59, -0.62, -0.76

***

# 7
The following is a DFT calculation (wB97M-V/def2-TZVPD) of a molecular structure, C9H21AlN3O11P2 in a non-equilibrium geometry.

```
47
Properties=species:S:1:pos:R:3
Al -0.360 -0.099 1.726
P 0.810 -2.289 4.243
O -0.216 -2.575 3.096
O 1.436 -0.922 3.837
O 2.003 -3.200 3.840
O 0.277 -2.315 5.662
P 2.417 -1.366 0.379
O 3.312 -2.348 1.182
O 0.944 -1.876 0.403
O 2.904 -1.150 -1.065
O 2.423 -0.097 1.297
C 0.454 -0.245 -2.061
O -0.230 0.149 -1.157
N -0.035 -0.585 -3.311
C 0.699 -1.465 -4.172
C -1.273 -0.077 -3.826
H 1.524 -0.499 -1.908
H 1.412 -2.018 -3.551
H 1.315 -1.000 -4.956
H 0.057 -2.223 -4.631
H -1.771 0.470 -3.022
H -1.100 0.731 -4.560
H -1.908 -0.834 -4.290
C -2.554 -2.263 -0.714
O -2.288 -1.827 0.360
N -3.697 -1.901 -1.411
C -4.030 -2.320 -2.743
C -4.688 -1.087 -0.748
H -1.948 -2.965 -1.313
H -4.425 -1.441 -3.269
H -4.877 -3.025 -2.713
H -3.176 -2.695 -3.300
H -5.555 -1.757 -0.683
H -4.343 -0.594 0.155
H -5.015 -0.208 -1.327
C 2.225 2.636 2.287
O 1.222 2.405 1.663
N 2.630 3.878 2.715
C 3.781 3.969 3.584
C 1.797 5.025 2.575
H 2.866 1.791 2.590
H 4.469 3.134 3.504
H 3.407 4.020 4.615
H 4.321 4.896 3.369
H 2.162 5.743 1.823
H 0.768 4.773 2.339
H 1.853 5.642 3.484
```

As for the energy above the lowest of the compared OMol25 structures with the same formula, charge and spin: 0.0000 eV. The calculation puts the highest occupied orbital energy at 3.1 eV. The frontier orbital gap comes out at 2.765 eV. The calculated total energy is -2272.4272 Eh. For the LUMO energy, the calculation gives 0.21577 Ha. Its charge is -3.

Results of the natural (NBO) charge analysis, in e, for atoms 1 through 5: 0.74, 2.43, -1.05, -0.92, -0.85

***

# 8
The following is a DFT calculation (wB97M-V/def2-TZVPD) of a molecular structure, C9H21BI2O5Si2 in a non-equilibrium geometry.

```
40
Properties=species:S:1:pos:R:3
C 3.638 -0.953 -0.536
C 2.387 -0.006 -0.723
C 1.401 -0.664 -1.729
C 1.948 -0.336 -3.176
Si -0.367 0.022 -1.669
O -1.215 -0.601 -3.037
Si -1.276 -2.278 -3.121
B -0.221 1.991 -2.011
O -1.276 2.742 -2.559
O 0.962 2.710 -1.743
C -1.260 -0.261 -0.055
I -0.256 -0.973 1.775
C -2.555 -0.035 0.039
C -3.425 0.422 -1.139
I -3.659 -0.281 1.900
H 3.612 -1.819 -1.211
H 4.563 -0.399 -0.763
H 3.666 -1.308 0.502
H 2.795 0.951 -1.069
H 1.972 0.155 0.279
H 1.480 -1.751 -1.589
H 2.737 -1.031 -3.494
H 1.150 -0.241 -3.925
H 2.423 0.657 -3.111
H 0.100 -2.806 -3.116
H -1.874 -2.603 -4.440
H -2.098 -2.887 -2.064
H -1.542 3.423 -1.919
H 0.892 3.186 -0.900
H -3.357 -0.346 -1.918
H -4.485 0.459 -0.843
H -3.153 1.417 -1.508
O -1.460 1.852 5.638
C -0.970 0.615 5.506
C 0.043 0.248 6.712
O 0.552 -0.986 6.583
H -0.381 0.410 4.578
H -1.719 -0.219 5.494
H -0.549 0.442 7.639
H 0.780 1.087 6.725
```

The calculation puts the highest occupied orbital energy at 1.7 eV. The frontier orbital gap comes out at 2.109 eV. The calculated total energy is -1930.8902 Eh. For the LUMO energy, the calculation gives 0.14096 Ha. Its charge is -2.

Results of the natural (NBO) charge analysis, in e, for atoms 1 through 5: -0.61, -0.41, -0.70, -0.63, 1.61